{"formula": "C4H11N2O", "method": "ωB97M-V/def2-TZVPD", "symbols": ["C", "C", "C", "O", "C", "N", "N", "H", "H", "H", "H", "H", "H", "H", "H", "H", "H", "H"], "xyz": [[1.3898, -1.9239, 0.1531], [0.1658, -1.4628, 0.2293], [-0.0125, -0.1993, 0.9835], [-1.2612, -0.0218, 1.6016], [0.0697, 1.1125, -0.0125], [1.0511, 1.1975, -0.8614], [-1.3236, 0.8828, -0.7794], [1.5555, -2.8589, -0.2971], [2.2277, -1.1972, 0.3852], [-0.8028, -1.9260, -0.0554], [0.8911, -0.0570, 1.6408], [-1.5120, -0.9362, 1.9263], [-0.1405, 2.0220, 0.5287], [1.3735, 0.4003, -1.3454], [1.5395, 2.1562, -1.1752], [-2.1102, 1.0808, -0.0686], [-1.6846, 1.6663, -1.4988], [-1.4165, 0.0647, -1.3547]], "e_above_lowest_kj_mol": 315.5, "fmax_ha_per_bohr": 0.128, "total_charge": 1, "lumo_energy_ev": -3.3, "e_homo_ev": -13.7983, "homo_lumo_gap_ev": 10.5, "energy_ev": -9345.5874}

=====

{"formula": "C6H16NO", "method": "ωB97M-V/def2-TZVPD", "symbols": ["O", "C", "C", "N", "H", "H", "H", "H", "H", "H", "C", "C", "C", "C", "H", "H", "H", "H", "H", "H", "H", "H", "H", "H"], "xyz": [[0.4074, -3.0709, 0.8035], [-0.6989, -2.8286, 1.1636], [-1.5559, -1.7993, 0.4551], [-0.8038, -1.2545, -0.7297], [-1.2366, -3.3127, 1.9918], [-2.5099, -2.2128, 0.1292], [-1.7890, -0.9303, 1.0728], [-1.3807, -0.6017, -1.2591], [-0.0238, -0.6938, -0.3496], [-0.3481, -1.9926, -1.2740], [1.7896, 0.7415, 1.3812], [-0.4099, 1.8652, -1.6607], [0.0557, 1.6517, -0.2157], [1.4612, 1.0593, -0.0745], [1.4578, 1.5557, 2.0207], [2.8540, 0.5625, 1.5116], [1.2880, -0.1743, 1.7130], [-1.4943, 1.7561, -1.7654], [0.0788, 1.1545, -2.3304], [-0.2372, 2.8720, -2.0309], [-0.6667, 1.0545, 0.3589], [0.0223, 2.6103, 0.3060], [1.5851, 0.1905, -0.7379], [2.1551, 1.7977, -0.4794]], "e_above_lowest_kj_mol": 135.6, "fmax_ha_per_bohr": 0.023, "total_charge": 1, "lumo_energy_ev": -3.4, "e_homo_ev": -15.0943, "homo_lumo_gap_ev": 11.7, "energy_ev": -10011.9071}

=====

{"formula": "C36H79F12N5O13Sr2", "method": "ωB97M-V/def2-TZVPD", "symbols": ["Sr", "Sr", "C", "O", "O", "C", "F", "F", "F", "C", "C", "H", "H", "H", "H", "H", "H", "C", "O", "O", "C", "F", "F", "F", "C", "C", "H", "H", "H", "H", "H", "H", "C", "O", "O", "C", "F", "F", "F", "C", "C", "H", "H", "H", "H", "H", "H", "C", "O", "O", "C", "F", "F", "F", "C", "C", "H", "H", "H", "H", "H", "H", "C", "C", "C", "O", "C", "N", "H", "H", "H", "H", "H", "H", "H", "H", "H", "H", "H", "C", "C", "C", "O", "C", "N", "H", "H", "H", "H", "H", "H", "H", "H", "H", "H", "H", "C", "C", "C", "O", "C", "N", "H", "H", "H", "H", "H", "H", "H", "H", "H", "H", "H", "C", "C", "C", "O", "C", "N", "H", "H", "H", "H", "H", "H", "H", "H", "H", "H", "H", "C", "C", "C", "O", "C", "N", "H", "H", "H", "H", "H", "H", "H", "H", "H", "H", "H"], "xyz": [[1.1857, -0.9605, -3.2727], [-0.0043, 0.2895, 0.6099], [1.0281, 0.2577, 4.2938], [-0.0357, 0.4679, 5.2541], [0.6512, 0.7700, 3.0599], [2.4888, 0.5252, 4.7910], [2.8438, -0.1202, 5.8829], [3.4451, 0.2769, 3.8931], [2.6807, 1.7918, 5.1227], [-0.3484, 1.7633, 5.6335], [-1.5718, 1.8944, 6.5229], [-1.8323, 2.9406, 6.6830], [-2.5129, 1.5439, 6.0991], [-1.5257, 1.4529, 7.5184], [-0.6056, 2.3457, 4.7487], [0.4416, 2.3863, 6.0528], [0.9436, -0.8273, 4.2327], [-1.1193, 1.6096, -4.5559], [-1.1824, 0.3838, -5.3285], [0.0053, 1.5245, -3.7106], [-1.1858, 2.9377, -5.4857], [-1.4029, 4.0734, -4.7938], [-0.0578, 3.2476, -6.1210], [-2.1708, 2.9544, -6.3684], [-2.4988, -0.0732, -5.7681], [-2.2252, -1.2888, -6.5151], [-1.8111, -2.1363, -5.9689], [-3.1175, -1.7731, -6.9119], [-1.6114, -1.1087, -7.3977], [-3.0369, 0.5659, -6.4682], [-3.2315, -0.3108, -4.9969], [-2.0119, 1.6126, -3.9303], [-2.0733, -1.4599, -1.6294], [-2.4708, -1.2850, -0.2368], [-0.7318, -1.1261, -1.5757], [-2.5299, -2.7308, -2.4590], [-3.8413, -2.7379, -2.6689], [-1.9563, -2.7003, -3.6954], [-2.2679, -3.8732, -1.8562], [-3.8281, -1.1768, 0.0802], [-4.5858, -2.5088, 0.2988], [-3.9991, -3.2151, 0.8862], [-5.5584, -2.3074, 0.7478], [-4.9457, -3.0104, -0.5996], [-4.3569, -0.3723, -0.4309], [-3.9229, -0.7021, 1.0569], [-2.5434, -0.5960, -2.0993], [3.2366, 0.5186, -0.1479], [2.4946, 1.5369, 0.4359], [2.2653, -0.1869, -0.8959], [4.5616, 1.0506, -0.8337], [5.6018, 1.2115, -0.0253], [5.0844, 0.1748, -1.7297], [4.4120, 2.1621, -1.5517], [3.1285, 2.5888, 1.2018], [2.1125, 3.7459, 1.3582], [2.5315, 4.5139, 2.0083], [1.7480, 4.2052, 0.4393], [1.1792, 3.3802, 1.7866], [4.0378, 3.0556, 0.8232], [3.3546, 2.2450, 2.2111], [3.5857, -0.1060, 0.6743], [1.6727, -2.8541, 2.3192], [0.5352, -2.9571, 1.3267], [-0.0066, -4.4013, 1.3455], [-1.1483, -4.5252, 0.4891], [-1.8728, -5.7493, 0.7154], [-0.5430, -2.0318, 1.7088], [2.4696, -3.5141, 1.9766], [1.3273, -3.0238, 3.3390], [2.0379, -1.8274, 2.2947], [0.9007, -2.7246, 0.3264], [-0.1878, -4.6481, 2.3916], [0.7284, -5.1017, 0.9489], [-2.7739, -5.8847, 0.1172], [-2.2030, -5.8726, 1.7469], [-1.1545, -6.5538, 0.5575], [-0.8324, -2.3964, 2.6051], [-1.2735, -2.3798, 1.1043], [-1.4545, 4.2346, -1.3336], [-1.1842, 3.1697, -0.2394], [-2.4359, 2.2825, -0.0525], [-2.2386, 1.3007, 0.9582], [-2.4433, 1.6879, 2.3202], [-0.0474, 2.3645, -0.8510], [-1.6690, 3.7833, -2.3023], [-0.6226, 4.9389, -1.3430], [-2.3296, 4.8635, -1.1699], [-0.9992, 3.6682, 0.7121], [-2.5391, 1.7306, -0.9868], [-3.3117, 2.9232, 0.0503], [-2.5419, 0.7852, 2.9232], [-3.3344, 2.3133, 2.3738], [-1.6970, 2.4043, 2.6633], [-0.1434, 2.1828, -1.8399], [0.6588, 3.0743, -0.9836], [-3.4892, -3.7510, 4.4105], [-2.8038, -2.4538, 4.8672], [-2.8794, -2.1766, 6.4249], [-4.2215, -1.7369, 6.8143], [-4.3637, -1.8688, 8.2463], [-1.4409, -2.6521, 4.4245], [-3.1264, -4.6774, 4.8557], [-3.5050, -3.9063, 3.3317], [-4.5529, -3.6231, 4.6114], [-3.1307, -1.5781, 4.3066], [-2.1936, -1.3662, 6.6719], [-2.4957, -3.0379, 6.9717], [-4.5452, -2.9106, 8.5107], [-5.3236, -1.4764, 8.5819], [-3.5290, -1.4072, 8.7738], [-1.0445, -3.3709, 5.0130], [-0.8219, -1.8636, 4.5478], [5.3920, -3.1357, -3.0700], [3.9151, -2.9190, -3.4359], [2.9399, -3.4201, -2.3215], [1.5849, -3.3284, -2.7842], [0.6625, -4.4181, -2.4455], [3.7555, -1.4714, -3.5232], [5.5426, -2.8771, -2.0218], [6.0676, -2.6534, -3.7764], [5.6373, -4.1947, -3.1505], [3.6078, -3.2766, -4.4187], [2.9952, -2.9506, -1.3393], [3.1237, -4.4772, -2.1291], [0.3487, -4.2697, -1.4123], [1.1499, -5.3673, -2.6680], [-0.1424, -4.3024, -3.1714], [4.3718, -1.3056, -4.3059], [4.2301, -1.0362, -2.7451], [3.1795, 5.7048, -1.8985], [2.1638, 5.0427, -2.7670], [2.7081, 4.9119, -4.2226], [2.9791, 6.1684, -4.7988], [3.4365, 6.1125, -6.1620], [2.0481, 3.7739, -2.0986], [4.1698, 5.2495, -1.9098], [2.8851, 5.8131, -0.8547], [3.3705, 6.7305, -2.2143], [1.1964, 5.5439, -2.7352], [1.9600, 4.4057, -4.8328], [3.6083, 4.2988, -4.1793], [3.4331, 7.1221, -6.5728], [2.6543, 5.7181, -6.8107], [4.3536, 5.5433, -6.3134], [2.9712, 3.3710, -2.1734], [1.4880, 3.1773, -2.6905]], "fmax_ha_per_bohr": 0.071, "lumo_energy_ev": -0.2, "e_homo_ev": -7.9279, "homo_lumo_gap_ev": 7.7, "energy_ev": -106963.9048}

=====

{"formula": "C36H92O30S8", "method": "ωB97M-V/def2-TZVPD", "symbols": ["C", "C", "O", "S", "C", "O", "O", "H", "H", "H", "H", "H", "H", "H", "H", "C", "C", "O", "S", "C", "O", "O", "H", "H", "H", "H", "H", "H", "H", "H", "C", "C", "O", "S", "C", "O", "O", "H", "H", "H", "H", "H", "H", "H", "H", "C", "C", "O", "S", "C", "O", "O", "H", "H", "H", "H", "H", "H", "H", "H", "C", "C", "O", "S", "C", "O", "O", "H", "H", "H", "H", "H", "H", "H", "H", "C", "C", "O", "S", "C", "O", "O", "H", "H", "H", "H", "H", "H", "H", "H", "C", "C", "O", "S", "C", "O", "O", "H", "H", "H", "H", "H", "H", "H", "H", "C", "C", "O", "S", "C", "O", "O", "H", "H", "H", "H", "H", "H", "H", "H", "C", "O", "C", "C", "O", "C", "C", "O", "C", "H", "H", "H", "H", "H", "H", "H", "H", "H", "H", "H", "H", "H", "H", "C", "O", "C", "C", "O", "C", "C", "O", "C", "H", "H", "H", "H", "H", "H", "H", "H", "H", "H", "H", "H", "H", "H"], "xyz": [[-0.5284, -3.8325, -2.7376], [-1.4116, -5.0760, -2.6533], [-0.5795, -6.1510, -2.2253], [-1.2651, -7.5559, -1.8150], [-1.0929, -7.4508, -0.0228], [-2.6549, -7.5068, -2.1822], [-0.3910, -8.5834, -2.3218], [-1.0419, -2.8804, -2.8541], [0.1892, -3.9001, -3.5549], [0.0279, -3.8178, -1.7975], [-2.3161, -4.8724, -2.0804], [-1.7786, -5.2877, -3.6611], [-1.9234, -6.8236, 0.2997], [-0.1367, -7.0564, 0.3013], [-1.2848, -8.4570, 0.3465], [-5.2696, 2.3491, 0.4499], [-6.1157, 3.3674, -0.2985], [-5.5398, 3.5543, -1.5755], [-5.1160, 5.0538, -2.1010], [-4.5967, 4.5352, -3.7466], [-6.3663, 5.7611, -2.2212], [-4.0038, 5.5214, -1.3277], [-4.8966, 1.4316, 0.0012], [-5.7494, 2.1187, 1.4075], [-4.3839, 2.9019, 0.7868], [-7.1265, 2.9744, -0.4509], [-6.2013, 4.2724, 0.3063], [-5.4077, 3.9544, -4.1741], [-3.7244, 3.9022, -3.6088], [-4.4135, 5.4885, -4.2350], [6.0228, -2.2471, -4.3689], [5.5193, -2.0886, -2.9246], [5.4918, -3.4299, -2.3523], [4.0493, -4.1719, -2.3814], [3.3423, -3.4703, -0.8928], [3.3134, -3.8405, -3.5611], [4.3595, -5.5470, -2.1114], [6.3589, -1.2830, -4.7581], [5.2287, -2.6067, -5.0214], [6.8534, -2.9483, -4.4175], [6.2621, -1.5130, -2.3777], [4.5270, -1.6414, -2.9411], [3.8057, -4.0084, -0.0656], [2.3404, -3.8721, -0.7202], [3.4440, -2.3982, -1.0170], [4.2472, 1.9299, 3.2750], [4.1979, 3.3177, 3.9439], [4.3796, 3.0961, 5.3385], [3.9681, 4.3059, 6.3678], [5.6110, 5.0877, 6.5434], [3.0879, 5.2463, 5.7087], [3.6155, 3.6422, 7.6007], [3.7299, 2.0689, 2.3264], [3.7547, 1.1689, 3.8723], [5.2656, 1.6498, 3.0105], [5.0106, 3.9609, 3.5825], [3.3077, 3.8924, 3.6826], [6.2951, 5.1607, 5.7037], [6.1242, 4.4975, 7.3017], [5.3078, 6.0546, 6.9434], [-3.9548, -4.2330, 0.5199], [-5.3339, -4.3787, 1.1056], [-6.3448, -4.2523, 0.0601], [-7.8774, -4.0251, 0.5801], [-8.6860, -5.2579, -0.5189], [-8.0441, -4.4842, 1.9342], [-8.3164, -2.7199, 0.1678], [-3.8312, -3.2475, 0.0692], [-3.7467, -4.9848, -0.2402], [-3.2783, -4.3676, 1.3646], [-5.4804, -5.3972, 1.4763], [-5.5598, -3.6802, 1.9110], [-9.5814, -4.8855, -1.0075], [-8.8416, -6.1584, 0.0647], [-7.9468, -5.3956, -1.3074], [5.2853, -2.0118, 1.7663], [4.7874, -3.2251, 2.5189], [3.3514, -3.1859, 2.5666], [2.5810, -4.5070, 3.1577], [2.6255, -4.0041, 4.9051], [1.2077, -4.4613, 2.7029], [3.4724, -5.6154, 3.0096], [6.3423, -2.1158, 1.5200], [5.2395, -1.1077, 2.3746], [4.6981, -1.9104, 0.8553], [5.1827, -4.1297, 2.0557], [5.2070, -3.2279, 3.5282], [3.6360, -4.0739, 5.2978], [1.9590, -4.5917, 5.5404], [2.2078, -3.0110, 5.0734], [1.7310, 6.5225, 1.6981], [1.4503, 8.0165, 1.8809], [1.4106, 8.2279, 3.2825], [2.4120, 9.3502, 3.9188], [1.5581, 10.8801, 3.4135], [2.4277, 9.2466, 5.3531], [3.6450, 9.3231, 3.1765], [2.0568, 6.2379, 0.6919], [0.9273, 5.8134, 1.9133], [2.5222, 6.1823, 2.3698], [2.2484, 8.5510, 1.3636], [0.4842, 8.3053, 1.4613], [1.3120, 10.8569, 2.3545], [2.2308, 11.7062, 3.6179], [0.6419, 10.8263, 3.9985], [-4.6384, -4.5931, -3.9250], [-4.9918, -3.4309, -3.0022], [-5.3598, -2.2979, -3.8119], [-5.4122, -0.8320, -3.0855], [-6.6700, -0.9978, -1.7368], [-4.1937, -0.5795, -2.3575], [-5.9662, 0.0162, -4.1031], [-5.5260, -4.7600, -4.5390], [-4.3745, -5.4477, -3.3053], [-3.8544, -4.3673, -4.6446], [-5.7146, -3.6064, -2.2045], [-4.1094, -3.1287, -2.4219], [-6.1524, -1.6387, -1.0262], [-7.5648, -1.4566, -2.1434], [-6.8752, -0.0536, -1.2407], [-0.0820, -2.0459, 0.8011], [-1.2536, -1.7862, 0.0108], [-2.0328, -0.6835, 0.3974], [-1.5164, 0.6879, -0.0811], [-0.3018, 0.9137, 0.6042], [0.3032, 2.1639, 0.3756], [1.0213, 2.6089, 1.6559], [0.2447, 2.5280, 2.8310], [-0.9454, 3.2964, 2.8618], [-0.3783, -2.6289, 1.6708], [0.4212, -1.0922, 0.9500], [0.6149, -2.5932, 0.1653], [-2.1324, -0.7242, 1.4921], [-3.0554, -0.8491, 0.0488], [-2.2051, 1.4598, 0.2880], [-1.4637, 0.6950, -1.1740], [-0.4355, 2.9383, 0.1342], [1.0103, 2.1369, -0.4586], [1.2764, 3.6742, 1.5771], [1.8596, 1.9505, 1.8544], [-0.6368, 4.3156, 2.5912], [-1.2876, 3.3029, 3.8919], [-1.7233, 2.9685, 2.1694], [1.1527, -1.2982, -5.0101], [0.5439, -1.0428, -3.7649], [1.4268, -1.1105, -2.6689], [1.9899, 0.2324, -2.1351], [3.1879, 0.4425, -2.8687], [4.0133, 1.4386, -2.2438], [3.8204, 2.7737, -2.9980], [4.6001, 3.7757, -2.3375], [4.0121, 4.2230, -1.1228], [0.4539, -1.2057, -5.8439], [1.5626, -2.3111, -5.0595], [1.9044, -0.5257, -5.2102], [2.2279, -1.8411, -2.7839], [0.7720, -1.5188, -1.8915], [2.1303, 0.0172, -1.0705], [1.2070, 0.9772, -2.2967], [5.0292, 1.0392, -2.1829], [3.7601, 1.5509, -1.1848], [2.7526, 2.9885, -3.0782], [4.2494, 2.7222, -3.9963], [4.0135, 3.5767, -0.2425], [2.9790, 4.5501, -1.2884], [4.5734, 5.1363, -0.9214]], "e_above_lowest_kj_mol": 228.2, "fmax_ha_per_bohr": 0.056, "lumo_energy_ev": 0.1, "e_homo_ev": -9.6815, "homo_lumo_gap_ev": 9.8, "energy_ev": -186921.2964}